No. 1
14
Properties=species:S:1:pos:R:3:mulliken_charge:R:1 method="wB97M-V/def2-TZVPD" spin_multiplicity=1 charge=+1 e_tot_ev=-4755.482 e_lumo_ev=-5.48 e_above_lowest_ev=1.383
C -3.058 1.236 0.449 -0.770
H -2.232 0.524 0.488 0.002
H -3.584 1.329 1.395 0.263
H -3.732 0.894 -0.327 0.264
H -2.649 2.203 0.183 0.247
C 1.151 -1.431 0.619 -0.689
C 1.542 0.580 -0.727 -0.073
N 0.958 -0.524 -0.515 -0.034
H 0.380 -1.146 1.349 0.324
H 2.146 -1.294 1.027 0.288
H 0.896 -2.435 0.294 0.319
H 2.412 0.924 -0.183 0.262
H 1.128 1.259 -1.467 0.280
H 0.212 -0.788 -1.161 0.318


No. 2
25
Properties=species:S:1:pos:R:3:mulliken_charge:R:1 method="wB97M-V/def2-TZVPD" spin_multiplicity=2 charge=+1 e_tot_ev=-12046.626 e_lumo_ev="-3.50 / -8.71" e_above_lowest_ev=1.229
C -0.745 1.419 1.842 -1.008
C 0.006 0.103 1.857 -0.943
C 1.525 0.229 1.612 -0.401
C 1.911 0.763 0.266 -0.469
N 0.944 0.677 -0.790 -0.075
H -1.161 1.607 0.853 0.370
H -0.006 2.222 1.991 0.306
H -1.473 1.601 2.625 0.329
H -0.090 -0.425 2.816 0.368
H -0.518 -0.707 1.320 0.452
H 1.952 0.844 2.404 0.350
H 1.931 -0.767 1.757 0.369
H 2.797 0.225 -0.155 0.364
H 2.334 1.782 0.300 0.371
H -0.015 0.674 -0.409 0.267
H 1.092 1.393 -1.515 0.350
H -1.582 -5.265 -2.872 0.318
H -2.910 -5.884 -2.132 0.321
O -1.956 -5.725 -2.138 -0.647
H 0.220 -5.094 -1.583 0.346
H 1.026 -3.726 -1.453 0.278
O 1.065 -4.684 -1.528 -0.615
H -1.452 6.358 -2.134 0.325
H -2.693 6.486 -1.174 0.331
O -2.204 5.896 -1.760 -0.656


No. 3
39
Properties=species:S:1:pos:R:3:mulliken_charge:R:1 method="wB97M-V/def2-TZVPD" spin_multiplicity=1 charge=+1 e_tot_ev=-46867.282 e_lumo_ev=-3.16
C -0.420 3.445 3.885 -1.287
C -1.082 2.227 3.209 -0.223
C -0.243 1.809 2.032 -0.133
F -0.340 2.745 1.029 -0.333
P -0.701 0.186 1.254 0.527
C -2.021 0.394 0.064 -1.258
C 0.828 -0.462 0.482 -1.051
C 1.336 0.391 -0.646 0.453
C 2.826 0.455 -0.756 -1.518
N 0.528 0.949 -1.425 -0.337
P -1.312 -1.349 2.729 0.093
S -2.879 -0.876 3.747 -0.264
H 0.371 3.826 3.260 0.349
H -1.126 4.247 3.989 0.353
H -0.031 3.184 4.854 0.359
H -1.115 1.402 3.908 0.216
H -2.081 2.491 2.902 0.350
H 0.803 1.748 2.324 0.511
H -2.106 -0.504 -0.526 0.407
H -2.942 0.606 0.585 0.438
H -1.763 1.204 -0.597 0.430
H 1.569 -0.476 1.271 0.521
H 0.650 -1.482 0.166 0.519
H 3.116 1.175 -1.501 0.394
H 3.229 0.697 0.218 0.450
H 3.172 -0.539 -1.005 0.387
H 1.067 1.458 -2.125 0.292
H -1.525 -2.459 1.888 0.181
H -0.132 -1.638 3.443 0.169
N -0.279 -1.611 -3.342 0.065
C -0.925 -2.643 -3.967 -0.510
C 0.024 -3.492 -4.468 -0.413
C 1.295 -2.952 -4.136 -0.647
C 1.077 -1.792 -3.441 -0.276
H -0.726 -0.835 -2.887 0.205
H -2.000 -2.684 -4.003 0.390
H -0.169 -4.398 -5.017 0.403
H 2.258 -3.366 -4.382 0.414
H 1.765 -1.084 -3.016 0.376


No. 4
75
Properties=species:S:1:pos:R:3:mulliken_charge:R:1 method="wB97M-V/def2-TZVPD" spin_multiplicity=1 charge=-2 e_tot_ev=-62499.998 e_lumo_ev=3.89 e_above_lowest_ev=0.000
Rb 1.171 -0.291 -0.392 0.536
C 0.750 3.769 0.746 -1.586
C 2.000 2.985 0.453 1.098
C 2.434 2.756 -0.849 -0.596
C 3.522 1.925 -1.117 0.707
C 3.867 1.517 -2.527 -1.344
C 4.201 1.350 -0.050 -0.283
C 3.814 1.591 1.266 0.678
C 4.558 0.942 2.405 -1.689
C 2.709 2.403 1.502 -0.173
H 0.978 4.658 1.341 0.499
H 0.056 3.145 1.315 0.115
H 0.253 4.076 -0.175 0.270
H 1.855 3.156 -1.675 0.040
H 3.297 2.095 -3.255 0.349
H 3.629 0.456 -2.658 0.199
H 4.931 1.637 -2.738 0.396
H 4.989 0.633 -0.252 0.158
H 5.411 1.556 2.709 0.356
H 4.938 -0.036 2.106 0.318
H 3.914 0.804 3.274 0.389
H 2.350 2.543 2.517 0.297
O 2.366 -2.546 -3.003 -0.812
C 2.596 -2.590 -1.786 -0.100
O 3.379 -1.840 -1.126 -0.645
C 1.922 -3.753 -0.998 0.089
C 2.239 -3.749 0.498 0.145
C 1.993 -5.148 1.100 -1.011
C 0.447 -5.168 1.225 -0.966
C 0.093 -3.831 0.564 -0.096
O 1.151 -2.988 1.059 -0.411
C 0.358 -3.947 -0.961 0.249
C -0.670 -3.087 -1.757 -0.441
O -1.504 -3.747 -2.402 -0.855
O -0.648 -1.839 -1.580 -0.328
H 2.336 -4.646 -1.475 0.279
H 3.186 -3.281 0.745 0.657
H 2.472 -5.244 2.076 0.324
H 2.377 -5.937 0.451 0.386
H 0.135 -5.176 2.271 0.309
H -0.020 -6.011 0.715 0.391
H -0.870 -3.404 0.834 0.678
H 0.135 -4.968 -1.269 0.393
N 1.353 -0.673 3.435 -0.652
N 0.023 -0.457 3.903 -0.365
C -0.918 0.186 3.047 0.493
O -2.122 -0.060 3.288 -0.860
O -0.432 0.971 2.188 -0.410
H 1.646 0.235 3.087 0.319
H 1.319 -1.281 2.616 0.328
H -0.359 -1.289 4.321 0.287
O -0.797 1.630 -1.207 -0.668
S -1.954 0.968 -0.518 1.083
C -2.946 2.292 0.189 -0.228
C -3.195 3.439 -0.551 -0.329
C -3.926 4.469 0.017 -0.652
C -4.397 4.346 1.322 -0.336
C -4.128 3.198 2.054 -0.665
C -3.387 2.159 1.495 0.045
C -3.134 0.545 -1.814 -0.020
C -2.669 0.457 -3.112 -0.045
C -3.540 0.059 -4.119 -0.619
C -4.855 -0.260 -3.818 -0.397
C -5.304 -0.192 -2.502 -0.513
C -4.441 0.205 -1.495 -0.507
H -2.815 3.518 -1.563 0.372
H -4.129 5.370 -0.550 0.368
H -4.964 5.157 1.766 0.359
H -4.471 3.112 3.078 0.434
H -3.121 1.284 2.088 0.409
H -1.627 0.672 -3.307 0.342
H -3.181 -0.031 -5.136 0.365
H -5.528 -0.586 -4.601 0.333
H -6.326 -0.462 -2.262 0.363
H -4.777 0.251 -0.465 0.400


No. 5
96
Properties=species:S:1:pos:R:3:mulliken_charge:R:1 method="wB97M-V/def2-TZVPD" spin_multiplicity=1 charge=0 e_tot_ev=-66657.804 e_lumo_ev=0.43
C 2.831 3.041 3.877 -1.566
C 2.077 1.749 3.573 0.490
C 1.972 1.463 2.068 0.144
Si 3.612 1.237 1.214 0.155
O 3.218 0.484 -0.284 -0.249
N 4.209 -0.279 -0.882 0.324
O 5.292 0.134 -0.709 -0.368
O 2.756 0.695 4.259 -0.444
C 2.003 -0.509 4.326 0.027
C 2.663 -1.634 3.567 0.276
C 4.041 -1.810 3.629 -0.293
C 4.651 -2.831 2.916 -0.619
C 3.890 -3.689 2.131 -0.399
C 2.513 -3.529 2.074 -0.699
C 1.905 -2.503 2.788 -0.270
H 2.695 3.748 3.057 0.311
H 2.438 3.471 4.798 0.422
H 3.898 2.840 3.993 0.368
H 1.058 1.821 3.970 0.204
H 1.321 0.608 1.861 0.230
H 1.487 2.334 1.607 0.063
H 4.506 0.302 1.913 -0.119
H 4.321 2.517 1.028 -0.144
H 1.903 -0.789 5.382 0.487
H 0.998 -0.347 3.930 -0.362
H 4.641 -1.130 4.224 0.401
H 5.729 -2.940 2.971 0.377
H 4.365 -4.479 1.561 0.433
H 1.904 -4.190 1.470 0.405
H 0.828 -2.365 2.732 0.403
C 4.502 -2.669 -4.259 -0.241
C 4.875 -3.517 -5.289 -0.552
C 5.187 -4.833 -4.982 -0.109
N 5.152 -5.326 -3.746 -0.410
C 4.796 -4.498 -2.766 -0.451
C 4.460 -3.168 -2.967 -0.216
H 4.249 -1.635 -4.457 0.387
H 4.924 -3.170 -6.313 0.364
H 5.480 -5.530 -5.761 0.368
H 4.780 -4.924 -1.769 0.428
H 4.175 -2.540 -2.134 0.409
C -1.769 4.831 3.148 -0.478
C -0.592 5.455 3.532 -0.344
C 0.456 5.485 2.627 -0.513
N 0.397 4.951 1.409 -0.547
C -0.745 4.365 1.048 -0.243
C -1.852 4.276 1.881 0.047
H -2.609 4.774 3.829 0.393
H -0.480 5.893 4.515 0.431
H 1.402 5.947 2.891 0.459
H -0.773 3.944 0.052 0.467
H -2.749 3.782 1.541 0.290
C -3.209 -1.139 2.866 -0.191
C -2.564 -0.322 1.952 -1.118
C -1.611 0.570 2.421 0.015
N -1.281 0.686 3.706 -0.082
C -1.909 -0.105 4.573 -0.317
C -2.875 -1.030 4.207 -0.535
H -3.958 -1.849 2.540 0.404
H -2.791 -0.370 0.895 0.447
H -1.085 1.227 1.737 0.564
H -1.621 0.008 5.613 0.373
H -3.351 -1.649 4.956 0.423
C 2.993 -9.981 -5.582 -0.271
C 3.374 -8.913 -4.787 -0.467
C 4.632 -8.356 -4.974 -0.306
N 5.497 -8.800 -5.888 -0.538
C 5.117 -9.827 -6.645 -0.187
C 3.884 -10.451 -6.534 -0.349
H 2.019 -10.439 -5.464 0.364
H 2.711 -8.512 -4.032 0.361
H 4.958 -7.512 -4.371 0.724
H 5.841 -10.167 -7.378 0.359
H 3.631 -11.282 -7.178 0.352
C -4.705 3.937 -3.146 -0.213
C -3.356 3.702 -3.356 -0.596
C -2.561 3.395 -2.263 -0.185
N -3.018 3.315 -1.015 -0.124
C -4.318 3.545 -0.831 -0.090
C -5.200 3.855 -1.854 -0.537
H -5.361 4.182 -3.971 0.397
H -2.925 3.756 -4.346 0.373
H -1.500 3.203 -2.393 0.343
H -4.673 3.478 0.193 0.327
H -6.246 4.037 -1.646 0.334
C -10.696 5.622 -0.078 -0.166
C -9.516 6.241 0.302 -0.427
C -8.471 6.283 -0.608 -0.146
N -8.536 5.760 -1.831 -0.497
C -9.677 5.168 -2.181 -0.134
C -10.781 5.074 -1.347 -0.408
H -11.536 5.569 0.603 0.364
H -9.404 6.683 1.282 0.354
H -7.532 6.761 -0.348 0.373
H -9.705 4.750 -3.181 0.355
H -11.682 4.583 -1.688 0.352


No. 6
13
Properties=species:S:1:pos:R:3:mulliken_charge:R:1 method="wB97M-V/def2-TZVPD" spin_multiplicity=1 charge=0 e_tot_ev=-10282.855 e_lumo_ev=0.69 e_above_lowest_ev=1.942
H -0.277 1.703 -1.109 0.259
N 0.364 1.476 -0.357 -0.658
C 0.004 0.485 0.345 0.563
N 0.818 0.099 1.444 -0.216
C 1.818 -0.799 1.032 0.085
O 2.996 -0.584 1.175 -0.497
O -1.044 -0.347 0.207 -0.313
C -1.711 -0.306 -1.046 -0.786
H 1.272 0.930 1.814 0.320
H 1.424 -1.724 0.575 0.353
H -2.544 -1.002 -0.967 0.211
H -1.023 -0.624 -1.836 0.368
H -2.097 0.693 -1.278 0.311


No. 7
19
Properties=species:S:1:pos:R:3:mulliken_charge:R:1 method="wB97M-V/def2-TZVPD" spin_multiplicity=1 charge=0 e_tot_ev=-28873.011 e_lumo_ev=-0.09 e_above_lowest_ev=0.675
C 3.129 -0.280 0.370 -0.579
C 2.334 -1.349 0.055 -0.510
C 2.540 0.937 0.473 -0.295
C 1.072 -1.216 -0.392 -0.323
C 1.147 1.157 0.094 -0.602
C 0.481 0.070 -0.390 0.540
C -3.146 0.911 0.283 -0.695
O -1.868 -1.619 0.536 -0.633
O -0.747 0.263 -0.936 -0.412
P -2.155 -0.449 -0.306 0.517
I -5.106 0.182 -0.097 0.083
H 4.166 -0.543 0.466 0.392
H 2.761 -2.281 0.137 0.417
H 3.055 1.887 0.873 0.231
H 0.487 -1.972 -0.753 0.459
H 0.555 1.958 0.243 0.534
H -2.850 1.164 1.304 0.391
H -3.146 1.874 -0.290 0.369
H -2.709 -0.693 -1.669 0.115


No. 8
181
Properties=species:S:1:pos:R:3:mulliken_charge:R:1 method="wB97M-V/def2-TZVPD" spin_multiplicity=1 charge=+6 e_tot_ev=-149355.989 e_lumo_ev=-11.26 e_above_lowest_ev=2.375
C 4.649 7.127 4.133 -1.303
C 4.420 6.104 3.047 -0.109
N 5.667 5.372 2.508 0.093
C 6.563 6.335 1.729 -0.963
C 6.542 4.889 3.651 -0.582
C 6.008 3.717 4.473 -1.200
C 5.270 4.261 1.521 -1.090
C 4.083 3.330 1.855 -0.282
O 2.932 3.944 1.341 -0.423
C 1.691 3.499 1.939 -0.820
H 5.066 6.637 5.014 0.344
H 3.723 7.641 4.385 0.400
H 5.374 7.922 3.947 0.346
H 3.956 6.516 2.151 0.462
H 3.788 5.313 3.447 0.205
H 7.548 5.940 1.489 0.405
H 6.752 7.192 2.377 0.436
H 6.065 6.783 0.870 0.388
H 6.774 5.746 4.280 0.607
H 7.504 4.583 3.238 0.450
H 6.551 3.552 5.400 0.450
H 6.044 2.787 3.901 0.274
H 4.942 3.860 4.662 0.287
H 6.202 3.699 1.432 0.454
H 5.127 4.707 0.538 0.438
H 4.006 3.195 2.936 0.542
H 4.248 2.347 1.403 0.203
H 1.558 2.423 2.055 0.207
H 0.859 3.972 1.427 0.333
H 1.715 3.840 2.978 0.390
C -3.880 -6.533 -0.633 -0.948
C -3.382 -6.070 0.744 -0.472
N -2.971 -4.630 0.786 0.502
C -4.182 -3.715 0.513 -1.244
C -2.362 -4.142 2.111 -0.023
C -3.352 -4.214 3.310 -1.288
C -2.014 -4.210 -0.374 -0.746
C -0.645 -4.901 -0.395 -0.462
O -0.840 -6.270 -0.539 -0.163
C 0.329 -7.095 -0.462 -0.916
H -4.635 -5.858 -1.055 0.331
H -4.427 -7.465 -0.762 0.462
H -3.135 -6.466 -1.425 0.042
H -2.541 -6.705 1.023 0.419
H -4.095 -6.379 1.509 0.499
H -4.930 -3.960 1.261 0.398
H -4.508 -3.835 -0.517 0.555
H -3.957 -2.651 0.592 0.381
H -1.980 -3.130 1.997 -0.064
H -1.545 -4.860 2.187 0.430
H -2.925 -3.958 4.279 0.427
H -3.699 -5.232 3.493 0.368
H -4.241 -3.610 3.140 0.313
H -1.859 -3.135 -0.254 0.026
H -2.574 -4.272 -1.304 0.585
H -0.045 -4.554 0.453 0.236
H -0.118 -4.455 -1.248 0.379
H 1.187 -6.536 -0.841 0.322
H 0.216 -7.998 -1.059 0.279
H 0.570 -7.429 0.549 0.314
C -6.720 5.142 5.212 -1.365
C -5.866 4.165 4.358 -0.245
N -6.609 2.931 3.792 0.104
C -6.784 1.929 4.943 -1.017
C -8.045 3.269 3.288 -0.613
C -8.070 4.227 2.077 -1.194
C -5.942 2.348 2.539 -0.653
C -4.617 1.618 2.760 -0.682
O -3.703 2.482 3.415 -0.335
C -3.019 3.366 2.580 -0.444
H -6.144 6.069 5.224 0.415
H -6.878 4.854 6.249 0.388
H -7.662 5.440 4.754 0.338
H -5.131 3.684 4.997 0.381
H -5.431 4.661 3.495 0.357
H -5.806 1.579 5.259 0.408
H -7.464 1.129 4.651 0.357
H -7.351 2.483 5.690 0.462
H -8.673 3.618 4.105 0.559
H -8.525 2.338 2.985 0.512
H -7.364 5.053 2.186 0.348
H -9.070 4.654 2.013 0.397
H -7.844 3.776 1.112 0.351
H -5.803 3.156 1.821 0.482
H -6.611 1.670 2.007 0.487
H -4.133 1.134 1.910 0.219
H -4.862 0.837 3.484 0.379
H -2.630 2.839 1.700 0.033
H -2.136 3.741 3.093 0.279
H -3.616 4.179 2.158 0.266
C 2.708 2.815 -2.379 -1.207
C 2.745 1.582 -3.287 -0.190
N 4.146 1.146 -3.742 0.270
C 4.005 0.015 -4.757 -0.860
C 4.884 2.330 -4.466 -0.385
C 4.324 2.745 -5.827 -1.288
C 5.086 0.709 -2.605 -1.397
C 4.474 -0.267 -1.584 0.314
O 4.210 -1.490 -2.246 -0.374
C 3.531 -2.438 -1.422 -0.643
H 3.499 2.660 -1.640 0.045
H 1.766 2.968 -1.860 0.265
H 3.065 3.711 -2.885 0.430
H 2.260 1.812 -4.236 0.595
H 2.297 0.702 -2.828 0.198
H 5.027 -0.147 -5.097 0.400
H 3.324 0.337 -5.541 0.459
H 3.623 -0.912 -4.337 0.078
H 5.913 1.981 -4.561 0.442
H 4.963 3.143 -3.747 0.494
H 3.329 3.196 -5.858 0.339
H 4.309 1.985 -6.606 0.333
H 4.935 3.576 -6.182 0.430
H 5.203 1.624 -2.017 0.482
H 6.104 0.536 -2.948 0.613
H 3.583 0.106 -1.074 -0.263
H 5.265 -0.460 -0.850 0.582
H 2.708 -1.968 -0.878 0.027
H 4.291 -2.828 -0.740 0.412
H 3.108 -3.265 -1.989 0.219
C -4.628 -0.311 -2.528 -1.393
C -3.726 0.044 -3.700 0.490
C -4.556 0.673 -4.818 -0.879
O -3.637 1.194 -5.757 -0.349
C -4.106 2.275 -6.542 -0.806
N -2.633 1.060 -3.302 -0.086
H -1.922 0.852 -2.598 -0.051
H -2.225 1.326 -4.200 0.519
H -3.111 1.904 -2.987 0.439
H -4.156 -0.752 -1.650 0.150
H -5.457 -0.983 -2.750 0.481
H -5.070 0.630 -2.192 0.434
H -3.189 -0.817 -4.095 0.164
H -5.211 1.479 -4.478 0.475
H -5.155 -0.131 -5.253 0.439
H -3.411 2.511 -7.347 0.261
H -4.221 3.236 -6.033 0.346
H -5.060 1.998 -6.993 0.350
C 0.687 -2.600 -4.093 -0.992
C 0.909 -3.463 -5.358 0.052
C 1.056 -4.965 -5.010 -0.799
O -0.080 -5.334 -4.299 -0.216
C -0.302 -6.750 -4.196 -0.676
N -0.323 -3.248 -6.292 -0.289
H -0.200 -2.437 -6.892 0.377
H -0.364 -4.050 -6.925 0.370
H -1.246 -3.250 -5.864 0.287
H -0.203 -2.956 -3.574 0.449
H 0.647 -1.513 -4.199 0.464
H 1.488 -2.608 -3.351 -0.265
H 1.664 -3.077 -6.042 0.355
H 1.961 -5.031 -4.399 0.384
H 1.206 -5.580 -5.903 0.598
H 0.552 -7.395 -3.989 0.399
H -0.804 -7.128 -5.089 0.369
H -1.027 -6.887 -3.394 -0.038
C 3.350 -1.192 2.273 -0.731
C 3.361 -2.056 3.523 0.284
C 2.498 -3.310 3.367 -0.754
O 2.856 -4.340 4.255 -0.390
C 2.229 -5.588 3.998 -0.692
N 4.794 -2.537 3.783 -0.327
H 5.127 -3.316 3.212 0.330
H 5.448 -1.761 3.826 0.319
H 4.846 -3.046 4.671 0.388
H 3.671 -1.818 1.440 0.194
H 3.967 -0.298 2.367 0.241
H 2.349 -0.828 2.032 -0.001
H 3.208 -1.475 4.433 0.382
H 2.609 -3.620 2.322 0.375
H 1.456 -3.023 3.535 0.429
H 2.682 -6.390 4.573 0.317
H 2.197 -5.843 2.935 0.293
H 1.172 -5.561 4.280 0.278
As -0.146 0.127 -0.180 2.266
F -0.278 1.288 -1.538 -0.691
F -0.901 1.353 0.885 -0.407
F -0.127 -1.152 1.031 -0.378
F 0.552 -0.920 -1.467 -0.313
F 1.490 0.620 0.294 -0.305
F -1.815 -0.471 -0.635 -0.602